ORCA calculation (wB97M-V/def2-TZVPD) on a cluster of 10 separate species, C30H70N10O10 in total at a distorted geometry.

The geometry in ORCA input format:
```
! wB97M-V def2-TZVPD RIJCOSX def2/J DEFGRID3
* xyz 0 1
C 3.1892 0.9445 4.0652
C 3.4698 -0.4610 3.5914
O 3.5261 -1.3976 4.3700
N 3.7305 -0.5702 2.2577
C 3.9117 -1.8335 1.5591
H 2.4092 0.8875 4.8259
H 2.8440 1.6477 3.3050
H 4.0733 1.3918 4.5242
H 4.0918 0.2541 1.7997
H 3.9353 -2.6309 2.2970
H 4.8921 -1.7723 1.0830
H 3.1281 -1.9578 0.8146
C -1.0298 1.7173 -4.1326
C -1.2909 1.2807 -5.5506
O -0.3802 1.1552 -6.3613
N -2.5783 1.0096 -5.8962
C -3.7452 1.2382 -5.0590
H -0.1137 1.2282 -3.8073
H -1.8364 1.5119 -3.4355
H -0.7972 2.7840 -4.1019
H -2.7582 0.8507 -6.8720
H -3.7107 0.7057 -4.1116
H -4.6177 0.8722 -5.5995
H -3.9435 2.2963 -4.8687
C -4.9000 -6.0821 1.6474
C -3.5881 -5.5406 1.1531
O -3.2751 -5.5641 -0.0239
N -2.7392 -5.0875 2.1188
C -1.4178 -4.5964 1.7734
H -5.5874 -6.3599 0.8488
H -5.5095 -5.3367 2.1703
H -4.7469 -6.9675 2.2665
H -2.8792 -5.4420 3.0489
H -1.4834 -3.6191 1.2974
H -0.9288 -5.2873 1.0836
H -0.7973 -4.5183 2.6640
C 2.0842 -0.1650 -4.6002
C 3.4596 -0.6962 -4.9143
O 3.8504 -0.6473 -6.0769
N 4.1891 -1.3983 -4.0033
C 3.8724 -1.5766 -2.6109
H 1.8308 -0.2510 -3.5375
H 1.3516 -0.8530 -5.0313
H 1.9110 0.8091 -5.0411
H 5.0353 -1.7454 -4.4268
H 2.8066 -1.5730 -2.3741
H 4.2260 -0.6898 -2.0620
H 4.2622 -2.4771 -2.1441
C -8.0463 -1.2840 2.5482
C -6.6615 -0.9096 2.0582
O -6.4915 -0.2063 1.0665
N -5.6348 -1.3701 2.8208
C -4.2754 -0.8781 2.6489
H -8.5429 -0.5566 3.1862
H -8.0240 -2.2016 3.1462
H -8.6572 -1.4869 1.6698
H -5.8774 -2.0464 3.5199
H -3.6812 -1.0466 3.5400
H -4.3213 0.1632 2.3391
H -3.8115 -1.4168 1.8128
C 4.4261 3.9922 0.9089
C 4.9042 2.5747 0.7886
O 4.2505 1.6969 0.2260
N 6.0057 2.2563 1.5097
C 6.5741 0.9345 1.4567
H 3.7478 4.2849 0.1153
H 5.2791 4.6716 0.9241
H 3.8354 4.1117 1.8200
H 6.4554 2.9434 2.0871
H 7.6509 0.9699 1.6077
H 6.3314 0.3773 0.5554
H 6.1800 0.2895 2.2513
C 0.8568 1.4598 -1.0988
C 0.1376 0.3008 -0.4135
O -0.6572 -0.3901 -1.0357
N 0.4310 0.1352 0.9027
C -0.1694 -0.9250 1.6709
H 1.8596 1.5765 -0.6785
H 0.2790 2.3578 -0.8717
H 0.8741 1.2829 -2.1666
H 1.2937 0.5468 1.2163
H 0.4314 -1.8350 1.5927
H -1.2281 -1.0568 1.4715
H -0.1768 -0.6794 2.7390
C 3.2055 3.6569 -2.5667
C 3.8711 4.1733 -3.8192
O 3.6861 5.3094 -4.2089
N 4.6019 3.2706 -4.5100
C 5.1372 3.5767 -5.8100
H 3.9593 3.1211 -1.9732
H 2.3707 2.9660 -2.6553
H 2.9259 4.4858 -1.9195
H 4.8250 2.3584 -4.1557
H 6.1814 3.8964 -5.8013
H 4.5264 4.3487 -6.2694
H 5.0894 2.6963 -6.4527
C -0.4002 -2.0641 5.6020
C -0.4143 -0.5886 5.8791
O -1.1292 0.1436 5.2082
N 0.3889 -0.1054 6.8529
C 0.3756 1.3113 7.1447
H -0.5633 -2.2233 4.5446
H -1.1440 -2.5321 6.2603
H 0.4655 -2.6315 5.9617
H 0.9331 -0.7466 7.3998
H 1.2079 1.5864 7.7890
H -0.5443 1.5696 7.6714
H 0.4423 1.8774 6.2198
C -7.1035 0.8109 -2.2527
C -5.6010 0.7470 -2.4230
O -5.0993 1.0267 -3.5114
N -4.8725 0.3299 -1.3785
C -3.4177 0.2941 -1.3991
H -7.4751 1.7852 -2.5518
H -7.3697 0.6623 -1.2012
H -7.5596 -0.0088 -2.8038
H -5.2793 -0.0918 -0.5571
H -3.0177 1.2923 -1.2128
H -3.0578 -0.0568 -2.3609
H -3.1178 -0.3715 -0.5977
*
```

Calculated values
ΔE to the lowest compared entry with this formula, charge and spin (kcal/mol): 88.3
Energy (eV): -67623.8737
Structure (SMILES): CNC(C)=O.CNC(C)=O.CNC(C)=O.CNC(C)=O.CNC(C)=O.CNC(C)=O.CNC(C)=O.CNC(C)=O.CNC(C)=O.CNC(C)=O
HOMO energy (eV): -7.8
Frontier orbital gap (eV): 7.90
Strongest force on any atom (eV/A): 5.26

Atom charges from the Mulliken analysis, given in e for atoms 1 to 5: atom 1 (C): -0.57, atom 2 (C): 0.79, atom 3 (O): -0.70, atom 4 (N): 0.51, atom 5 (C): -1.06


ORCA calculation (wB97M-V/def2-TZVPD) on a structure of composition C14H23OPr at a distorted geometry.

The geometry in ORCA input format:
```
! wB97M-V def2-TZVPD RIJCOSX def2/J DEFGRID3
* xyz 2 3
C 1.2651 2.2874 0.6252
H 1.4301 3.2198 1.2283
H 2.0481 2.1794 -0.1569
H 2.5130 1.7274 2.1805
C -0.0254 2.7795 -0.2882
H -0.3695 1.9762 -0.9976
H -0.9106 3.0268 0.3697
C 0.3395 4.0120 -1.0991
H -0.5622 4.5235 -1.4235
H 0.9482 4.7464 -0.5509
H 0.8774 3.7454 -2.0192
C -1.0834 -2.3331 -1.2445
C -1.4797 -1.3565 -2.1960
C -0.3490 -0.5133 -2.4597
C 0.7621 -1.0412 -1.7528
C 0.3258 -2.1703 -0.9991
C 1.0653 -2.7897 0.1251
C 2.1465 -0.4987 -1.7811
C -0.2517 0.6014 -3.4210
C -2.8681 -1.0933 -2.6519
C -1.9836 -3.2801 -0.5594
Pr -0.8953 -0.2816 -0.0389
H 2.7469 -0.8760 -0.9549
H 2.6448 -0.7742 -2.7147
H 2.1478 0.5923 -1.7276
H 2.1331 -2.5720 0.0546
H 0.7003 -2.4241 1.0972
H 0.9263 -3.8801 0.0893
H -2.9387 -2.8250 -0.3353
H -2.1896 -4.1406 -1.1850
H -1.5740 -3.6528 0.3695
H -2.8447 -0.4021 -3.5022
H -3.3231 -2.0235 -2.9800
H -3.5307 -0.6564 -1.8796
H 0.2864 1.4468 -2.9952
H 0.2905 0.3246 -4.3314
H -1.2256 0.9567 -3.7200
O 1.1980 0.1394 1.8246
C 1.6098 1.2995 1.6546
*
```

Calculated values
ΔE to the lowest compared entry with this formula, charge and spin (kcal/mol): 15.0
Energy (eV): -30990.6579
HOMO energy (spin up / spin down) (eV): -16.2 / -16.1
Frontier orbital gap (spin up / spin down) (eV): 8.13 / 8.76
Strongest force on any atom (eV/A): 3.52

Atom charges from the natural (NBO) analysis, given in e for atoms 1 to 5: atom 1 (C): -0.59, atom 2 (H): 0.28, atom 3 (H): 0.28, atom 4 (H): 0.20, atom 5 (C): -0.36


ORCA calculation (wB97M-V/def2-TZVPD) on a structure of composition C47H57GeIN7O3Ti at a distorted geometry.

The geometry in ORCA input format:
```
! wB97M-V def2-TZVPD RIJCOSX def2/J DEFGRID3
* xyz 2 2
Ti 0.9308 0.4275 -0.4857
C -2.8389 1.8300 -2.1854
C -1.7354 1.1525 -1.4428
N -0.5547 1.6575 -1.2906
C -0.2201 2.9939 -1.7728
C 1.2475 3.0474 -2.1858
N 2.1260 2.1951 -1.3397
C 2.8703 2.9163 -0.2853
C 1.9605 3.1238 0.9073
N 1.3744 1.8253 1.2871
C 2.0476 1.0845 2.3942
C 2.4937 -0.3000 1.9114
N 1.3512 -0.7870 1.1451
C 0.4824 -1.6477 1.5202
C 0.6665 -2.5893 2.6581
C -0.7947 -1.5381 0.7695
C -1.9552 -2.2359 1.0247
C -3.1196 -1.8743 0.3495
C -3.1062 -0.8018 -0.5203
C -1.9127 -0.1222 -0.7348
N -0.7876 -0.5313 -0.1292
H -3.0238 2.8246 -1.7754
H -3.7652 1.2674 -2.1426
H -2.5710 1.9519 -3.2363
H -0.4367 3.6973 -0.9650
H -0.8341 3.2872 -2.6245
H 1.5977 4.0812 -2.1722
H 1.3426 2.6866 -3.2084
H 2.7884 1.7473 -1.9623
H 3.2767 3.8595 -0.6561
H 3.7139 2.2868 0.0070
H 1.1464 3.8034 0.6537
H 2.5042 3.5750 1.7385
H 0.4061 1.9646 1.5875
H 1.3267 0.9723 3.2040
H 2.8978 1.6528 2.7708
H 2.7509 -0.9519 2.7453
H 3.3606 -0.2193 1.2545
H 1.6656 -3.0219 2.6184
H -0.0582 -3.3980 2.6302
H 0.5537 -2.0639 3.6105
H -1.9679 -3.0417 1.7455
H -4.0397 -2.4136 0.5323
H -4.0138 -0.4896 -1.0155
O -1.3233 1.4417 2.0245
C -2.2553 1.4654 2.8432
C -2.0821 0.9317 4.2438
C -2.8995 -0.3451 4.4999
C -4.3614 -0.0843 4.8526
C -5.1695 0.5845 3.7454
C -4.6520 1.9658 3.3604
N -3.4640 1.9310 2.5033
H -2.3655 1.7014 4.9676
H -1.0169 0.7456 4.3682
H -2.4287 -0.8915 5.3183
H -2.8394 -0.9931 3.6170
H -4.3975 0.5468 5.7468
H -4.8376 -1.0270 5.1265
H -6.2065 0.6856 4.0705
H -5.1811 -0.0453 2.8489
H -4.4333 2.5544 4.2548
H -5.4088 2.5180 2.8075
H -3.5463 2.2509 1.5513
O 0.4098 -2.0277 -3.0134
C 1.2908 -1.2215 -3.0575
O 1.5312 -0.3921 -1.9945
C 2.2055 -0.9512 -4.2193
C 1.5299 0.0147 -5.2136
Ge 0.2082 -0.7956 -6.4479
C -0.3740 0.6317 -7.6326
C -1.3259 0.3625 -8.6178
C -1.7888 1.3658 -9.4564
C -1.3089 2.6622 -9.3193
C -0.3635 2.9483 -8.3458
C 0.0984 1.9377 -7.5107
C 1.0943 -2.2345 -7.3984
C 1.5216 -2.0597 -8.7141
C 2.2231 -3.0609 -9.3730
C 2.5122 -4.2510 -8.7215
C 2.0959 -4.4416 -7.4104
C 1.3919 -3.4407 -6.7559
C -1.3584 -1.4716 -5.4902
C -2.1226 -0.6237 -4.6914
C -3.2382 -1.0924 -4.0136
C -3.6111 -2.4268 -4.1145
C -2.8687 -3.2816 -4.9147
C -1.7586 -2.8016 -5.5984
H 2.4245 -1.9023 -4.7076
H 3.1474 -0.5492 -3.8466
H 2.3013 0.4536 -5.8507
H 1.0493 0.8470 -4.6850
H -1.7154 -0.6433 -8.7402
H -2.5226 1.1378 -10.2189
H -1.6687 3.4448 -9.9747
H 0.0217 3.9553 -8.2435
H 0.8535 2.1822 -6.7701
H 1.3011 -1.1356 -9.2377
H 2.5422 -2.9131 -10.3968
H 3.0580 -5.0312 -9.2364
H 2.3180 -5.3718 -6.9018
H 1.0621 -3.6114 -5.7350
H -1.8610 0.4296 -4.6266
H -3.8507 -0.4178 -3.4266
H -4.4933 -2.7884 -3.6003
H -3.1635 -4.3181 -5.0235
H -1.2037 -3.4816 -6.2329
I 3.7306 -3.0231 -0.5437
C 2.0418 -4.1592 -1.0663
C 2.2513 -5.2883 -1.8462
C 1.1368 -6.0041 -2.2463
C -0.1185 -5.5634 -1.8581
C -0.2007 -4.4391 -1.0597
N 0.8634 -3.7417 -0.6458
H 3.2501 -5.5807 -2.1364
H 1.2475 -6.8906 -2.8574
H -1.0165 -6.0825 -2.1639
H -1.1691 -4.0682 -0.7434
*
```

Calculated values
ΔE to the lowest compared entry with this formula, charge and spin (kcal/mol): 48.2
Energy (eV): -153961.7344
HOMO energy (spin up / spin down) (eV): -12.5 / -12.5
Frontier orbital gap (spin up / spin down) (eV): 6.18 / 6.08
Strongest force on any atom (eV/A): 2.23

Atom charges from the Mulliken analysis, given in e for atoms 1 to 5: atom 1 (Ti): -1.60, atom 2 (C): -2.01, atom 3 (C): 0.30, atom 4 (N): 1.39, atom 5 (C): -0.87


ORCA calculation (wB97M-V/def2-TZVPD) on a structure of composition C16H14CrF9IN2O at a distorted geometry.

The geometry in ORCA input format:
```
! wB97M-V def2-TZVPD RIJCOSX def2/J DEFGRID3
* xyz 0 5
C 0.1240 -1.4561 -2.7979
C -0.7939 2.0224 -2.3933
H 0.8210 -1.4863 -3.6641
H -0.8983 -1.3236 -3.2121
H 0.0864 -2.4174 -2.2740
H -0.2891 2.9875 -2.4247
H -1.0621 1.7724 -3.4228
H -1.7379 2.1019 -1.8418
C 2.0672 -1.9505 -0.6449
C 2.8731 -2.6422 0.2603
C 3.3914 -1.9630 1.3590
C 3.0198 -0.6371 1.5378
H 1.7361 -2.4366 -1.5550
H 3.0803 -3.6950 0.0658
H 4.0591 -2.4448 2.0718
H 3.3666 -0.0558 2.3824
N 1.6365 -0.6992 -0.4416
C 2.1278 -0.0337 0.6330
C 1.5722 1.2969 0.8601
N 0.6131 1.6853 -0.0188
C -0.0367 2.8278 0.2392
C 1.2541 3.2797 2.2214
C 0.2691 3.6574 1.3140
H -0.8383 3.1093 -0.4384
H -0.3049 4.5729 1.4053
C 1.9018 2.0697 1.9902
H 2.6386 1.6789 2.6829
H 1.4969 3.8803 3.0931
Cr 0.1867 0.3370 -1.7655
I 1.9610 1.3331 -3.2936
F -2.1822 1.1774 1.4492
C -2.9862 0.2187 0.9192
F -3.7919 -0.2467 1.9122
F -3.7566 0.8260 -0.0180
C -2.0899 -0.8943 0.2451
O -1.2246 -0.4103 -0.6181
C -1.4511 -1.6959 1.4312
F -2.3606 -2.3880 2.1693
F -0.5397 -2.5742 0.9517
F -0.7774 -0.8514 2.2573
C -3.0758 -1.8976 -0.4722
F -4.1547 -2.2454 0.2790
F -3.5210 -1.3573 -1.6280
F -2.4098 -3.0323 -0.8056
*
```

Calculated values
ΔE to the lowest compared entry with this formula, charge and spin (kcal/mol): 67.4
Energy (eV): -82825.9277
HOMO energy (spin up / spin down) (eV): -8.5 / -8.8
Frontier orbital gap (spin up / spin down) (eV): 7.72 / 5.50
Strongest force on any atom (eV/A): 3.71

Atom charges from the natural (NBO) analysis, given in e for atoms 1 to 5: atom 1 (C): -0.95, atom 2 (C): -0.88, atom 3 (H): 0.20, atom 4 (H): 0.22, atom 5 (H): 0.20


Q: Which formula does entry 2 have?
A: C14H23OPr